# 1
C17H25N2O2Tc as an isolated structure, computed with ωB97M-V with the def2-TZVPD basis set.

Output
E_tot ... -27278.1885 eV
Frontier orbital gap (spin up / spin down) ... 7.22 / 6.05 eV
E_HOMO (spin up / spin down) ... -0.6721 / -0.6942 Ha

Geometry as ORCA input:
```
! wB97M-V def2-TZVPD RIJCOSX def2/J DEFGRID3
* xyz 3 4
C 1.613 0.166 -3.239
C -1.529 0.553 4.210
C 2.936 0.632 -3.093
O -1.392 2.268 -0.549
C 0.802 0.014 -2.151
C -0.514 -0.691 -2.382
C -2.274 0.695 3.021
C -0.456 -2.188 -2.078
H -2.861 -3.029 0.312
H -2.039 2.984 -0.445
H 1.829 -0.135 1.781
C 1.311 0.334 -0.843
H 4.424 1.378 -1.756
H 4.606 0.793 2.160
H 0.247 -2.653 -2.768
H 3.564 0.741 -3.968
C 0.810 0.091 1.502
H -1.430 -0.200 -1.918
H -0.803 -0.536 -3.423
H 5.030 0.140 0.581
C 3.423 0.973 -1.842
H -4.413 0.670 -0.680
C 2.650 0.867 -0.699
H -3.328 0.918 2.923
H -2.932 -1.781 1.556
H -0.096 -2.398 -1.069
H -4.986 -1.481 0.228
H 3.850 2.272 0.309
H -1.423 -2.668 -2.233
H -1.925 0.663 5.207
H 0.606 0.092 4.513
C 3.258 1.395 0.574
C -2.885 -1.950 0.483
H -0.517 2.666 -0.680
Tc -1.656 0.286 0.005
H -1.841 -1.706 0.095
H 2.500 1.760 1.270
C -4.035 -1.314 -0.272
H 3.711 -0.576 1.478
H -4.098 -1.644 -1.307
O -3.726 0.127 -0.263
C -0.232 0.261 3.853
N 0.440 0.193 0.201
N -1.487 0.504 1.947
H 1.256 -0.101 -4.226
C -0.185 0.243 2.432
C 4.197 0.375 1.242
*
```

Need the Mulliken charges? In units of e they are: number 1, C, carries -0.70; number 2, C, carries -0.68; number 3, C, carries -1.02; number 4, O, carries -0.49; number 5, C, carries 0.94; number 6, C, carries -0.04; number 7, C, carries -0.30; number 8, C, carries -1.26; number 9, H, carries 0.42; number 10, H, carries 0.32; number 11, H, carries 0.38; number 12, C, carries -0.11; number 13, H, carries 0.56; number 14, H, carries 0.39; number 15, H, carries 0.40; number 16, H, carries 0.45; number 17, C, carries 0.09; number 18, H, carries 0.17; number 19, H, carries 0.60; number 20, H, carries 0.42; number 21, C, carries -0.69; number 22, H, carries 0.29; number 23, C, carries 1.07; number 24, H, carries 0.54; number 25, H, carries 0.38; number 26, H, carries 0.36; number 27, H, carries 0.35; number 28, H, carries 0.50; number 29, H, carries 0.40; number 30, H, carries 0.51; number 31, H, carries 0.53; number 32, C, carries -1.44; number 33, C, carries -0.87; number 34, H, carries 0.33; number 35, Tc, carries 0.27; number 36, H, carries 0.47; number 37, H, carries 0.64; number 38, C, carries -0.23; number 39, H, carries 0.38; number 40, H, carries 0.35; number 41, O, carries -0.41; number 42, C, carries -0.81; number 43, N, carries 0.03; number 44, N, carries 0.04; number 45, H, carries 0.53; number 46, C, carries 0.09; number 47, C, carries -1.13

***

# 2
One molecule with the formula C17H25N3O3S at a distorted geometry, computed with ωB97M-V with the def2-TZVPD basis set.

Output
E_tot ... -39482.8385 eV
Frontier orbital gap ... 8.22 eV
Structure (SMILES) ... CS(=O)(=O)N1CCC(C(=O)N2CCN(c3ccccc3)CC2)CC1
E_HOMO ... -0.2820 Ha

Geometry as ORCA input:
```
! wB97M-V def2-TZVPD RIJCOSX def2/J DEFGRID3
* xyz 0 1
C -5.362 -2.470 -0.144
C 6.250 -1.761 0.724
C 2.667 1.686 -0.343
H 2.960 -2.236 0.184
H 3.602 2.188 -0.106
H -3.065 2.704 0.893
S -3.949 -1.474 0.388
C -0.656 1.743 0.620
C 1.657 -0.351 -1.017
H -5.182 0.870 1.055
H -2.362 2.081 -1.527
H -1.259 0.726 -1.789
H -0.211 -0.844 -0.039
H 4.916 -3.413 0.983
H -5.297 -2.592 -1.216
O -4.086 -1.213 1.789
H 2.185 2.214 -1.173
C 5.247 0.232 -0.166
H -3.913 0.560 -2.443
H 5.367 1.246 -0.517
C 5.018 -2.386 0.662
N 2.910 0.317 -0.751
C -3.142 1.618 0.961
H 2.244 1.232 1.728
C -1.930 0.988 0.266
C 3.902 -1.711 0.202
H 1.173 0.190 -1.839
H -6.260 -1.938 0.137
O -2.753 -2.137 -0.063
H -5.311 -3.429 0.356
C 6.354 -0.446 0.303
H 1.840 -1.372 -1.349
C -4.438 1.120 0.299
C -3.334 0.133 -1.618
C 1.747 1.727 0.886
C 3.990 -0.381 -0.218
N -4.225 -0.075 -0.496
H -1.857 -0.052 0.586
C -2.151 1.046 -1.250
H 1.507 2.756 1.156
H 7.310 0.056 0.330
C 0.718 -0.333 0.203
N 0.501 1.041 0.601
H -3.130 1.337 2.013
H 7.116 -2.290 1.090
H -4.857 1.875 -0.371
O -0.674 2.931 0.890
H -2.975 -0.853 -1.912
H 1.198 -0.858 1.038
*
```

Need the Mulliken charges? In units of e they are: number 1, C, carries -1.08; number 2, C, carries -0.48; number 3, C, carries -0.87; number 4, H, carries 0.27; number 5, H, carries 0.34; number 6, H, carries 0.41; number 7, S, carries 1.07; number 8, C, carries -0.15; number 9, C, carries -1.33; number 10, H, carries 0.39; number 11, H, carries 0.33; number 12, H, carries 0.10; number 13, H, carries 0.09; number 14, H, carries 0.37; number 15, H, carries 0.33; number 16, O, carries -0.63; number 17, H, carries 0.37; number 18, C, carries -0.29; number 19, H, carries 0.38; number 20, H, carries 0.40; number 21, C, carries -0.82; number 22, N, carries 0.10; number 23, C, carries -0.76; number 24, H, carries 0.31; number 25, C, carries 0.78; number 26, C, carries -0.39; number 27, H, carries 0.35; number 28, H, carries 0.34; number 29, O, carries -0.60; number 30, H, carries 0.40; number 31, C, carries -0.63; number 32, H, carries 0.44; number 33, C, carries -0.95; number 34, C, carries -1.06; number 35, C, carries -1.00; number 36, C, carries 0.99; number 37, N, carries 0.10; number 38, H, carries 0.33; number 39, C, carries -0.12; number 40, H, carries 0.52; number 41, H, carries 0.37; number 42, C, carries 0.08; number 43, N, carries 0.10; number 44, H, carries 0.38; number 45, H, carries 0.38; number 46, H, carries 0.37; number 47, O, carries -0.71; number 48, H, carries 0.44; number 49, H, carries 0.25

***

# 3
C17H25N4OPd as an isolated structure at a distorted geometry, computed with ωB97M-V with the def2-TZVPD basis set.

Output
E_tot ... -29512.8696 eV
Frontier orbital gap (spin up / spin down) ... 4.48 / 4.48 eV
E_HOMO (spin up / spin down) ... -0.2702 / -0.2702 Ha

Geometry as ORCA input:
```
! wB97M-V def2-TZVPD RIJCOSX def2/J DEFGRID3
* xyz 1 1
H -1.244 -0.694 0.647
C -0.626 3.192 0.009
H 0.317 -4.172 1.230
H -1.186 -4.826 1.535
H -2.234 4.589 0.298
C -2.313 3.597 -1.623
C 0.111 0.966 -2.728
H -1.939 -2.673 2.389
H -0.644 -1.784 -1.319
O 0.477 1.410 2.358
H 1.025 -1.971 1.971
C -1.140 -3.448 -0.030
H -0.144 3.403 0.954
H -0.824 2.304 3.604
Pd 1.428 0.628 -0.050
H 0.452 1.404 4.458
H 0.080 -0.736 -5.674
C 0.387 -0.420 -4.688
N -0.689 -3.963 1.293
C -1.772 3.871 -0.360
C 2.850 1.117 2.837
H 3.608 1.758 2.381
C 1.803 -0.640 -2.780
N 1.149 0.308 -2.109
H -2.075 2.506 -3.430
N -0.056 2.264 -0.737
C -0.880 -2.929 2.347
C 0.237 2.057 3.608
H -1.052 1.124 -4.541
H 2.598 1.505 3.823
C -0.300 -2.208 -0.375
H -3.203 4.109 -1.957
H 3.313 0.136 2.965
C 1.465 -1.059 -4.048
H -1.020 -4.223 -0.787
H -2.197 -3.191 0.046
H -0.578 -3.329 3.315
C -0.037 -1.705 1.963
H 2.019 -1.843 -4.542
H -0.185 -0.913 2.696
C -0.258 0.599 -4.039
C -0.552 1.992 -1.977
H 2.644 -1.102 -2.262
C 1.674 1.017 1.919
N -0.364 -1.198 0.653
H 0.749 -2.499 -0.501
H 0.817 2.975 3.700
C -1.689 2.691 -2.440
*
```

Need the Mulliken charges? In units of e they are: number 1, H, carries 0.24; number 2, C, carries -0.29; number 3, H, carries 0.39; number 4, H, carries 0.36; number 5, H, carries 0.40; number 6, C, carries -0.49; number 7, C, carries 0.39; number 8, H, carries 0.36; number 9, H, carries 0.30; number 10, O, carries -0.13; number 11, H, carries 0.33; number 12, C, carries -0.81; number 13, H, carries 0.53; number 14, H, carries 0.27; number 15, Pd, carries -0.56; number 16, H, carries 0.39; number 17, H, carries 0.45; number 18, C, carries -0.51; number 19, N, carries -0.09; number 20, C, carries -0.74; number 21, C, carries -1.28; number 22, H, carries 0.31; number 23, C, carries -0.45; number 24, N, carries 0.02; number 25, H, carries 0.29; number 26, N, carries -0.03; number 27, C, carries -0.81; number 28, C, carries -1.06; number 29, H, carries 0.33; number 30, H, carries 0.41; number 31, C, carries -0.63; number 32, H, carries 0.44; number 33, H, carries 0.28; number 34, C, carries -0.59; number 35, H, carries 0.43; number 36, H, carries 0.37; number 37, H, carries 0.44; number 38, C, carries -0.69; number 39, H, carries 0.43; number 40, H, carries 0.15; number 41, C, carries -0.49; number 42, C, carries 0.58; number 43, H, carries 0.44; number 44, C, carries 0.83; number 45, N, carries 0.34; number 46, H, carries 0.32; number 47, H, carries 0.39; number 48, C, carries -0.55

***

# 4
One molecule with the formula C17H25NO3Si2 at a distorted geometry, computed with ωB97M-V with the def2-TZVPD basis set.

Output
E_tot ... -41423.5754 eV
Frontier orbital gap ... 8.58 eV
Structure (SMILES) ... C[Si](C)(C)C#Cc1ccc([Si]23OCCN(CCO2)CCO3)cc1
E_HOMO ... -0.3009 Ha

Geometry as ORCA input:
```
! wB97M-V def2-TZVPD RIJCOSX def2/J DEFGRID3
* xyz 0 1
H 5.753 -0.813 -0.473
H -6.093 5.172 0.059
H 4.355 -1.289 -2.672
H -6.577 2.608 1.962
C -4.152 2.091 -0.747
H 4.862 -4.284 1.348
H 2.980 -2.886 2.081
H 4.517 0.380 0.885
C 0.271 0.188 -1.428
Si 2.322 -1.000 0.158
H 6.171 -2.329 -1.391
O 2.972 -0.629 1.660
H 5.191 -2.121 2.600
H -6.448 1.571 -2.423
C 2.914 -3.415 1.154
C 4.331 -0.328 1.719
Si -5.793 2.717 -0.459
H 4.283 -4.243 -0.346
H -7.130 4.524 -1.240
C -7.084 1.833 -1.550
H 2.400 -4.321 1.295
C -6.186 4.527 -0.803
H 0.764 -0.308 -2.226
H -5.469 4.947 -1.480
C 5.394 -1.806 -0.832
H 6.210 -1.109 1.574
C -1.658 1.273 -0.565
C 0.660 -0.108 -0.126
H 0.094 -0.271 1.864
H -1.142 1.089 -2.701
H -5.257 1.450 1.717
C -2.961 1.775 -0.703
N 5.054 -2.454 0.466
H 4.523 0.179 2.689
O 3.385 -0.615 -1.079
C 5.229 -1.560 1.655
C -6.146 1.918 1.243
C 4.189 -1.590 -1.668
C 4.342 -3.750 0.589
H -1.976 1.245 1.518
H 3.533 -2.486 -1.696
C -0.119 0.203 0.937
H -6.971 1.151 1.141
H -7.652 1.025 -1.221
O 2.038 -2.630 0.299
C -1.263 0.927 0.739
C -0.862 0.924 -1.656
H -7.795 2.626 -1.865
*
```

Need the Mulliken charges? In units of e they are: number 1, H, carries 0.33; number 2, H, carries 0.35; number 3, H, carries 0.51; number 4, H, carries 0.35; number 5, C, carries -0.82; number 6, H, carries 0.40; number 7, H, carries 0.42; number 8, H, carries 0.29; number 9, C, carries -0.13; number 10, Si, carries 0.37; number 11, H, carries 0.37; number 12, O, carries -0.32; number 13, H, carries 0.34; number 14, H, carries 0.27; number 15, C, carries -0.55; number 16, C, carries -0.26; number 17, Si, carries 0.41; number 18, H, carries 0.38; number 19, H, carries 0.33; number 20, C, carries -1.19; number 21, H, carries 0.52; number 22, C, carries -1.15; number 23, H, carries 0.42; number 24, H, carries 0.33; number 25, C, carries -0.86; number 26, H, carries 0.45; number 27, C, carries 0.27; number 28, C, carries -0.19; number 29, H, carries 0.44; number 30, H, carries 0.38; number 31, H, carries 0.26; number 32, C, carries 1.00; number 33, N, carries 0.12; number 34, H, carries 0.43; number 35, O, carries -0.33; number 36, C, carries -1.08; number 37, C, carries -1.07; number 38, C, carries -0.34; number 39, C, carries -0.79; number 40, H, carries 0.36; number 41, H, carries 0.27; number 42, C, carries -0.11; number 43, H, carries 0.28; number 44, H, carries 0.41; number 45, O, carries -0.41; number 46, C, carries -0.90; number 47, C, carries -0.84; number 48, H, carries 0.28

***

# 5
One molecule with the formula C17H25NO5 at a distorted geometry, computed with ωB97M-V with the def2-TZVPD basis set.

Output
E_tot ... -29762.1247 eV
Frontier orbital gap ... 9.40 eV
Structure (SMILES) ... CCCCOc1ccc(C(=O)O[C@@H](C)OC(=O)CC(C)C)nc1
E_HOMO ... -0.3335 Ha

Geometry as ORCA input:
```
! wB97M-V def2-TZVPD RIJCOSX def2/J DEFGRID3
* xyz 0 1
H -1.264 -4.758 2.017
H 3.969 -1.423 0.662
C 4.138 -3.471 1.472
H -1.537 2.849 -2.891
C -1.331 0.901 1.427
N -2.301 0.837 0.450
H 5.170 -1.609 1.965
C -1.693 -3.770 2.028
H 2.746 -5.037 0.817
C -0.604 -2.698 2.143
H -0.416 -2.576 3.221
H 2.488 -3.491 -0.035
H -2.207 3.698 -5.750
C -0.834 -0.335 2.124
H -3.484 1.766 -1.004
C -2.668 1.922 -0.282
O 0.510 -3.020 1.307
H -3.499 5.055 -3.725
C 5.221 -3.870 0.461
O -2.266 4.350 -0.748
C -1.045 3.249 0.883
H -0.754 4.234 -4.886
H -3.895 5.382 -1.451
C 4.174 -1.927 1.625
C -2.237 3.293 -3.590
C 1.625 -3.575 1.883
H 4.350 -3.956 2.435
C -1.539 3.458 -4.917
H 5.239 -4.989 0.350
O -0.071 -0.237 3.085
C -3.328 4.486 -1.688
H -1.939 5.299 -3.032
H -2.332 -3.685 2.905
H -2.272 -3.682 1.092
H -4.027 3.659 -1.619
H -3.029 2.562 -3.651
C -0.730 2.158 1.662
H 6.237 -3.523 0.788
C -2.759 4.615 -3.069
H -1.018 2.521 -5.155
H 0.006 2.277 2.396
C 2.762 -3.915 0.953
O 1.742 -3.869 3.048
C -2.011 3.161 -0.115
H 4.953 -3.479 -0.521
H -0.538 4.211 0.957
O -1.173 -1.512 1.589
H 3.469 -1.538 2.384
*
```

Need the Mulliken charges? In units of e they are: number 1, H, carries 0.39; number 2, H, carries 0.29; number 3, C, carries 0.65; number 4, H, carries 0.22; number 5, C, carries 0.01; number 6, N, carries -0.37; number 7, H, carries 0.41; number 8, C, carries -1.31; number 9, H, carries 0.31; number 10, C, carries 0.40; number 11, H, carries 0.44; number 12, H, carries 0.25; number 13, H, carries 0.34; number 14, C, carries 0.39; number 15, H, carries 0.30; number 16, C, carries -0.12; number 17, O, carries -0.34; number 18, H, carries 0.40; number 19, C, carries -1.44; number 20, O, carries -0.40; number 21, C, carries -0.46; number 22, H, carries 0.33; number 23, H, carries 0.33; number 24, C, carries -1.32; number 25, C, carries -0.06; number 26, C, carries 0.39; number 27, H, carries 0.27; number 28, C, carries -1.42; number 29, H, carries 0.33; number 30, O, carries -0.64; number 31, C, carries -0.61; number 32, H, carries 0.33; number 33, H, carries 0.34; number 34, H, carries 0.30; number 35, H, carries 0.28; number 36, H, carries 0.26; number 37, C, carries -0.31; number 38, H, carries 0.37; number 39, C, carries -0.59; number 40, H, carries 0.38; number 41, H, carries 0.52; number 42, C, carries -0.56; number 43, O, carries -0.58; number 44, C, carries 0.65; number 45, H, carries 0.35; number 46, H, carries 0.41; number 47, O, carries -0.44; number 48, H, carries 0.33